A molecular structure, C35H27BF2LuN4O6P2S2. Source: the OMol25 dataset; level of theory: ωB97M-V with the def2-TZVPD basis set.

CARTESIAN COORDINATES (ANGSTROEM)
Lu1 1.7117 -0.8456 0.7691
S1 0.7918 -1.7085 -2.0182
P1 -0.8628 -0.8549 -1.2938
C1 -0.6922 -0.1487 0.2798
P2 -1.2809 -1.0078 1.6584
S2 0.1163 -1.8078 2.8595
C2 -2.0811 0.2983 2.6613
C3 -2.2150 0.1312 4.0334
C4 -2.7618 1.1437 4.7992
C5 -3.1733 2.3209 4.1949
C6 -3.0415 2.4892 2.8272
C7 -2.4915 1.4790 2.0602
C8 -2.5889 -2.2689 1.5267
C9 -3.9325 -1.9561 1.6683
C10 -4.8804 -2.9556 1.5572
C11 -4.4898 -4.2583 1.2954
C12 -3.1467 -4.5699 1.1555
C13 -2.1962 -3.5763 1.2684
C14 -1.1499 0.5622 -2.4109
C15 -0.9828 1.8635 -1.9597
C16 -1.0629 2.9214 -2.8486
C17 -1.3003 2.6799 -4.1914
C18 -1.4717 1.3793 -4.6436
C19 -1.3947 0.3219 -3.7576
C20 -2.2903 -1.9475 -1.6330
C21 -2.0879 -3.2919 -1.9108
C22 -3.1722 -4.1241 -2.1233
C23 -4.4586 -3.6149 -2.0539
C24 -4.6617 -2.2715 -1.7777
C25 -3.5804 -1.4377 -1.5655
H1 -1.8684 -0.7934 4.4766
H2 -2.8613 1.0212 5.8695
H3 -3.5937 3.1149 4.7939
H4 -3.3646 3.4082 2.3593
H5 -2.3747 1.5872 0.9900
H6 -4.2309 -0.9363 1.8692
H7 -5.9273 -2.7152 1.6837
H8 -5.2367 -5.0323 1.1940
H9 -2.8393 -5.5884 0.9655
H10 -1.1393 -3.7949 1.1731
H11 -0.8035 2.0306 -0.9051
H12 -0.9332 3.9354 -2.4934
H13 -1.3434 3.5032 -4.8909
H14 -1.6546 1.1903 -5.6924
H15 -1.5155 -0.6992 -4.0972
H16 -1.0722 -3.6584 -1.9694
H17 -3.0114 -5.1704 -2.3458
H18 -5.3070 -4.2646 -2.2184
H19 -5.6668 -1.8729 -1.7320
H20 -3.7289 -0.3884 -1.3467
N1 0.9665 2.3939 1.3826
C26 0.5340 3.4344 2.1093
C27 0.4176 2.9902 3.4068
C28 0.8084 1.6479 3.3641
N2 1.1413 1.2998 2.1295
H21 1.1892 2.3387 0.3924
H22 0.3381 4.3996 1.6860
H23 0.0993 3.5541 4.2580
H24 0.8427 0.9337 4.1640
O1 2.4495 0.9530 -0.5691
C29 3.5714 0.6759 -0.0767
O2 3.6893 0.0841 1.0188
C30 4.8188 1.0850 -0.7981
C31 4.9020 2.3390 -1.3831
C32 6.1089 2.7391 -1.9679
C33 7.1990 1.8810 -2.0180
C34 7.0744 0.6134 -1.4694
C35 5.8989 0.2108 -0.8309
N3 8.1831 -0.2910 -1.5574
O3 7.9899 -1.4596 -1.2704
O4 9.2561 0.1629 -1.9244
N4 6.2289 4.0538 -2.5071
O5 7.3040 4.3795 -2.9947
O6 5.2511 4.7880 -2.4411
H25 4.0582 3.0125 -1.3759
H26 8.1291 2.1991 -2.4716
H27 5.8390 -0.7643 -0.3703
F1 3.0523 -4.2247 1.0422
B1 2.7553 -2.9214 0.8680
F2 3.2045 -2.3294 2.0938

Values from the calculation:
Relative energy (zero: lowest compared OMol25 entry of this formula, charge and spin) (eV): 1.487
Largest force on an atom (hartree/bohr): 0.0601
Charge: -1
HOMO energy (eV): -4.50
E (hartree): -4959.7570
LUMO energy (Ha): 0.0207
Frontier orbital gap (eV): 5.1

***

C2H7N3S in the gas phase. Source: the OMol25 dataset; level of theory: ωB97M-V with the def2-TZVPD basis set.

CARTESIAN COORDINATES (ANGSTROEM)
C1 -2.5390 0.0023 0.0768
C2 1.1596 1.0221 0.1156
H1 -3.2195 -0.8854 -0.5298
H2 -2.6225 1.0631 -0.5744
H3 -2.9831 0.0200 1.2375
H4 1.5083 2.0192 -0.0756
H5 2.9910 0.5193 -0.4509
H6 1.8252 -1.7070 1.0684
H7 0.7706 -1.4112 -0.6234
N1 -0.1237 1.0546 -0.1294
N2 2.1599 0.1752 0.0701
N3 1.8702 -1.2928 -0.1080
S1 -0.7969 -0.5795 -0.0769

Values from the calculation:
Relative energy (zero: lowest compared OMol25 entry of this formula, charge and spin) (eV): 4.945
Largest force on an atom (hartree/bohr): 0.0990
HOMO energy (eV): -8.04
E (hartree): -642.6709
LUMO energy (Ha): 0.0292
Frontier orbital gap (eV): 8.8